No. 1
{"formula": "C3H6N2O2", "method": "wB97M-V/def2-TZVPD", "elements": ["C", "C", "C", "N", "N", "O", "O", "H", "H", "H", "H", "H", "H"], "coordinates": [[-0.060, -1.946, -0.217], [-0.973, -1.028, -0.161], [-0.141, 0.925, 0.334], [2.088, -0.086, 0.480], [-1.007, 1.801, -0.217], [3.073, -0.050, -0.199], [1.108, 0.780, -0.140], [-0.246, -2.991, -0.216], [1.095, -1.683, -0.194], [-2.097, -0.932, -0.113], [-0.340, 0.820, 1.485], [-1.088, 1.896, -1.180], [-1.412, 2.494, 0.339]], "nbo_charge": [-0.466, -0.263, 0.312, 0.377, -0.838, -0.266, -0.426, 0.202, 0.192, 0.205, 0.194, 0.390, 0.387], "e_homo_ev": [-7.87, -7.87], "gap_ev": [7.68, 7.68], "e_above_lowest_kj_mol": 776.4, "multiplicity": 1}

---

No. 2
{"formula": "C6H12O2", "method": "wB97M-V/def2-TZVPD", "elements": ["C", "C", "C", "C", "C", "C", "O", "H", "H", "H", "H", "H", "H", "H", "H", "H", "H", "O", "H", "H"], "coordinates": [[0.496, 1.640, 2.291], [1.267, 1.511, 1.010], [0.484, 0.766, -0.068], [-0.669, 0.127, 0.117], [-1.239, -0.796, -0.896], [-2.135, -1.743, -0.703], [-2.503, -2.694, -1.600], [0.936, 2.303, 3.077], [0.221, 0.720, 2.799], [-0.383, 2.297, 2.161], [2.324, 1.219, 1.058], [1.226, 2.576, 0.606], [1.084, 0.413, -0.904], [-1.217, 0.190, 1.059], [-0.643, -0.875, -1.796], [-2.792, -1.894, 0.140], [-2.076, -2.545, -2.454], [2.206, -1.229, -2.066], [1.941, -0.971, -1.180], [1.472, -1.016, -2.649]], "nbo_charge": [-0.627, -0.441, -0.191, -0.204, -0.347, 0.182, -0.670, 0.220, 0.207, 0.214, 0.222, 0.214, 0.172, 0.207, 0.177, 0.184, 0.475, -0.929, 0.471, 0.465], "smiles": "CC/C=C/C=C/O.O", "e_homo_ev": -8.35, "gap_ev": 9.07, "e_above_lowest_kj_mol": 254.9, "multiplicity": 1}

---

No. 3
{"formula": "C10H14N3O5V", "method": "wB97M-V/def2-TZVPD", "elements": ["O", "C", "V", "C", "O", "C", "O", "C", "O", "C", "O", "H", "C", "N", "C", "C", "N", "N", "C", "C", "H", "H", "H", "H", "H", "H", "H", "H", "H", "H", "H", "H", "H"], "coordinates": [[0.146, 3.853, -1.745], [-0.014, 2.742, -1.855], [0.274, -0.373, -2.238], [-0.038, -2.230, -2.229], [-0.319, -3.356, -2.002], [-0.671, -0.005, -4.251], [-0.843, -0.112, -5.444], [2.141, -0.398, -2.676], [3.336, -0.400, -2.755], [-1.718, -0.304, -3.181], [-2.909, -0.349, -3.090], [0.439, 0.500, -3.583], [2.474, -0.224, 2.075], [1.018, -0.110, 2.148], [0.436, -0.521, 3.408], [0.271, -0.036, 1.010], [0.891, -0.166, -0.160], [-1.059, 0.176, 1.078], [-1.717, 0.831, 2.181], [-1.775, 0.086, -0.179], [2.835, -0.219, 3.106], [2.891, 0.632, 1.542], [2.777, -1.158, 1.591], [0.077, 0.343, 4.001], [-0.386, -1.257, 3.287], [1.231, -0.999, 3.994], [1.912, -0.181, 0.029], [-1.105, 1.583, 2.667], [-2.583, 1.319, 1.766], [-2.066, 0.104, 2.905], [-1.462, 0.882, -0.875], [-1.667, -0.919, -0.616], [-2.815, 0.267, 0.090]], "nbo_charge": [-0.372, 0.481, 0.282, 0.568, -0.311, 0.377, -0.227, 0.607, -0.291, 0.435, -0.215, 0.152, -0.434, -0.382, -0.426, 0.682, -0.871, -0.392, -0.413, -0.408, 0.259, 0.218, 0.213, 0.226, 0.223, 0.241, 0.416, 0.233, 0.227, 0.231, 0.190, 0.206, 0.275], "e_homo_ev": [-16.16, -16.13], "gap_ev": [6.12, 5.48], "e_above_lowest_kj_mol": 0.0, "total_charge": 2, "multiplicity": 3}

---

No. 4
{"formula": "C26H73O12V2", "method": "wB97M-V/def2-TZVPD", "elements": ["V", "V", "O", "H", "H", "H", "C", "C", "C", "O", "H", "H", "H", "H", "H", "H", "H", "C", "C", "C", "O", "H", "H", "H", "H", "H", "H", "H", "C", "C", "C", "O", "H", "H", "H", "H", "H", "H", "H", "C", "C", "C", "O", "H", "H", "H", "H", "H", "H", "H", "C", "C", "O", "H", "H", "H", "H", "H", "H", "C", "C", "O", "H", "H", "H", "H", "H", "H", "C", "C", "O", "H", "H", "H", "H", "H", "H", "C", "C", "O", "H", "H", "H", "H", "H", "H", "C", "C", "O", "H", "H", "H", "H", "H", "H", "C", "C", "O", "H", "H", "H", "H", "H", "H", "C", "C", "O", "H", "H", "H", "H", "H", "H"], "coordinates": [[-2.368, -1.277, -2.004], [0.472, 0.672, -2.909], [0.325, -0.971, 0.750], [0.912, -0.482, 0.169], [-0.508, -1.178, 0.318], [0.227, -0.414, 1.525], [-1.911, -3.838, 1.295], [-2.883, -2.627, 1.013], [-3.531, -2.045, 2.312], [-2.270, -1.762, 0.166], [-1.283, -3.457, 2.101], [-1.543, -4.280, 0.369], [-2.315, -4.697, 1.831], [-3.778, -3.031, 0.539], [-4.132, -1.170, 2.062], [-2.726, -1.686, 2.953], [-4.169, -2.819, 2.737], [-2.760, 3.196, -1.779], [-2.238, 2.043, -0.916], [-3.412, 1.472, -0.156], [-1.603, 1.081, -1.814], [-3.696, 2.988, -2.298], [-1.979, 3.404, -2.510], [-2.882, 4.102, -1.186], [-1.572, 2.502, -0.185], [-3.998, 2.345, 0.130], [-3.320, 0.741, 0.647], [-4.064, 1.178, -0.979], [2.427, 2.215, 0.819], [2.700, 1.119, -0.258], [3.495, -0.083, 0.442], [1.515, 0.698, -0.845], [2.411, 3.225, 0.411], [3.194, 2.182, 1.592], [1.461, 2.136, 1.318], [3.286, 1.725, -0.948], [3.073, -0.522, 1.346], [4.529, 0.165, 0.680], [3.734, -0.811, -0.333], [0.682, -3.477, -1.671], [0.972, -2.293, -2.637], [1.392, -2.732, -4.036], [-0.170, -1.456, -2.737], [0.052, -4.118, -2.288], [0.134, -3.320, -0.741], [1.530, -4.076, -1.342], [1.692, -1.648, -2.132], [2.188, -3.475, -3.987], [1.849, -1.932, -4.617], [0.536, -2.990, -4.660], [-3.323, 3.042, 4.972], [-3.505, 2.361, 3.622], [-2.329, 2.477, 2.940], [-2.417, 2.884, 5.556], [-4.187, 3.066, 5.636], [-3.236, 4.100, 4.725], [-4.424, 2.669, 3.123], [-3.721, 1.323, 3.876], [-2.567, 2.381, 2.014], [2.113, -3.821, 2.102], [2.495, -4.547, 3.319], [2.037, -5.830, 3.202], [2.938, -3.129, 1.934], [1.218, -3.243, 2.333], [1.937, -4.384, 1.185], [2.113, -4.004, 4.184], [3.574, -4.696, 3.337], [2.731, -6.490, 3.256], [-0.207, 4.901, 2.222], [1.078, 4.870, 3.088], [1.136, 3.551, 3.644], [-1.113, 5.099, 2.796], [-0.509, 4.051, 1.610], [-0.139, 5.751, 1.543], [1.094, 5.688, 3.808], [1.925, 5.038, 2.422], [0.973, 2.890, 2.967], [1.103, -0.053, 4.823], [-0.272, -0.010, 3.964], [-0.235, 0.675, 2.770], [1.716, -0.902, 4.519], [0.864, -0.270, 5.864], [1.691, 0.864, 4.800], [-1.029, 0.450, 4.601], [-0.557, -1.043, 3.765], [-0.775, 1.465, 2.851], [-3.621, -4.923, -4.058], [-2.576, -3.953, -3.651], [-2.889, -3.363, -2.420], [-3.278, -5.481, -4.929], [-4.499, -4.305, -4.245], [-3.927, -5.600, -3.261], [-2.391, -3.290, -4.496], [-1.736, -4.574, -3.341], [-3.141, -4.048, -1.796], [2.344, 4.625, -3.053], [1.118, 4.018, -3.736], [0.891, 2.878, -2.980], [2.466, 4.902, -2.006], [2.726, 5.366, -3.755], [3.072, 3.823, -3.174], [1.398, 3.726, -4.747], [0.220, 4.634, -3.684], [0.148, 3.146, -2.434], [4.558, 0.225, -4.984], [3.804, 0.513, -3.605], [2.454, 0.729, -4.022], [4.788, -0.805, -5.258], [5.554, 0.638, -4.824], [4.184, 0.809, -5.825], [4.180, 1.427, -3.145], [3.899, -0.252, -2.835], [2.385, 1.440, -4.664]], "mulliken_charge": [0.529, 0.459, 3.346, -0.415, -0.400, -0.048, -0.933, -0.046, -1.283, 0.195, 0.084, 0.117, 0.425, 0.153, 0.321, 0.074, 0.442, -1.662, 2.260, -2.430, -0.676, 0.368, 0.347, 0.415, -0.768, 0.539, 0.158, 0.625, -1.013, 0.799, -1.674, -0.359, 0.171, 0.473, -0.040, -0.093, 0.239, 0.582, 0.303, -1.272, 1.771, -1.267, 0.078, 0.169, -0.246, 0.452, -0.896, 0.428, 0.197, 0.204, -1.356, -0.198, -0.340, 0.316, 0.400, 0.311, 0.442, 0.199, -0.095, 0.004, -0.472, -0.547, 0.202, -0.288, 0.214, 0.144, 0.394, 0.314, -0.582, -0.267, -0.537, 0.253, -0.154, 0.455, 0.380, 0.227, 0.070, -1.315, -0.093, 0.099, 0.245, 0.412, 0.276, 0.474, 0.073, 0.011, -1.457, 0.116, -0.509, 0.380, 0.354, 0.394, 0.357, 0.158, 0.132, -0.855, -0.464, 0.207, 0.283, 0.409, 0.077, 0.301, 0.408, -0.121, -1.233, -0.114, -0.252, 0.333, 0.419, 0.305, 0.331, 0.122, 0.048], "e_homo_ev": [-10.42, -10.80], "gap_ev": [7.70, 7.92], "total_charge": 1, "multiplicity": 7}

---

No. 5
{"formula": "C13H47HgO13", "method": "wB97M-V/def2-TZVPD", "elements": ["Hg", "C", "C", "O", "O", "H", "H", "H", "C", "O", "H", "H", "H", "H", "C", "O", "H", "H", "H", "H", "C", "O", "H", "H", "H", "H", "C", "O", "H", "H", "H", "H", "C", "O", "H", "H", "H", "H", "C", "O", "H", "H", "H", "H", "C", "O", "H", "H", "H", "H", "C", "O", "H", "H", "H", "H", "C", "O", "H", "H", "H", "H", "C", "O", "H", "H", "H", "H", "C", "O", "H", "H", "H", "H"], "coordinates": [[1.635, -3.059, 1.605], [-0.642, 0.170, -0.105], [0.238, -0.856, 0.562], [1.351, -1.216, 0.074], [-0.185, -1.604, 1.454], [-0.423, 1.078, 0.462], [-1.688, -0.070, 0.086], [-0.497, 0.298, -1.175], [3.258, 1.506, -1.641], [3.464, 0.845, -0.385], [4.079, 2.129, -1.998], [3.147, 0.740, -2.409], [2.439, 2.224, -1.575], [2.733, 0.230, -0.275], [-3.448, 1.593, -1.970], [-3.291, 2.293, -0.767], [-4.142, 2.196, -2.560], [-2.510, 1.528, -2.521], [-3.841, 0.574, -1.960], [-4.143, 2.395, -0.328], [0.198, 0.893, -3.870], [0.787, 1.595, -4.964], [-0.578, 0.200, -4.207], [0.974, 0.328, -3.357], [-0.328, 1.587, -3.210], [0.092, 2.210, -5.217], [-0.426, -2.684, -2.742], [0.344, -3.868, -2.881], [-1.095, -2.675, -3.605], [-1.040, -2.701, -1.842], [0.145, -1.773, -2.921], [0.382, -4.403, -2.086], [3.164, -0.440, 2.779], [3.159, -1.876, 2.850], [3.899, -0.173, 2.018], [2.253, -0.015, 2.362], [3.481, -0.014, 3.729], [3.877, -2.029, 3.473], [-4.802, 0.677, 2.008], [-5.568, 1.209, 0.909], [-3.765, 0.882, 1.741], [-5.117, 1.116, 2.954], [-4.951, -0.379, 2.239], [-5.539, 0.511, 0.249], [-3.031, -3.040, 0.950], [-2.835, -1.914, 1.800], [-2.934, -2.695, -0.083], [-2.410, -3.910, 1.171], [-4.081, -3.317, 1.049], [-1.913, -1.649, 1.670], [-1.173, 4.326, 0.878], [-0.942, 3.468, -0.241], [-1.208, 3.712, 1.779], [-0.323, 5.005, 0.947], [-2.045, 4.964, 0.731], [-1.710, 2.911, -0.432], [3.056, -1.919, -3.168], [3.330, -3.333, -3.253], [3.976, -1.341, -3.092], [2.388, -1.571, -3.956], [2.552, -1.719, -2.216], [2.478, -3.773, -3.342], [0.378, -1.935, 4.574], [0.898, -3.092, 3.910], [-0.092, -1.248, 3.874], [-0.410, -2.277, 5.246], [1.058, -1.341, 5.186], [1.320, -3.705, 4.519], [2.502, 3.264, 1.863], [3.678, 2.513, 2.068], [2.199, 3.615, 2.848], [2.573, 4.038, 1.096], [1.732, 2.601, 1.451], [3.908, 2.187, 1.190]], "mulliken_charge": [1.425, -0.410, 1.146, -0.877, -0.715, 0.094, 0.415, -0.140, -0.609, -0.514, 0.410, 0.108, 0.230, 0.222, -0.614, -0.513, 0.382, 0.138, 0.281, 0.299, -0.193, -0.545, 0.367, -0.142, 0.135, 0.342, 0.192, -0.546, 0.390, -0.085, -0.197, 0.284, -0.560, -0.419, 0.354, 0.003, 0.501, 0.268, -0.377, -0.553, 0.085, 0.315, 0.221, 0.305, -0.581, -0.478, 0.189, 0.213, 0.330, 0.249, -0.728, -0.476, 0.275, 0.236, 0.312, 0.401, -0.281, -0.596, 0.354, 0.316, -0.105, 0.330, -0.545, -0.363, 0.174, 0.310, 0.302, 0.238, -0.302, -0.541, 0.365, 0.317, -0.112, 0.295], "e_homo_ev": -12.06, "gap_ev": 5.10, "e_above_lowest_kj_mol": 280.9, "total_charge": 1, "multiplicity": 1}

---

No. 6
{"formula": "C3H7N3O2", "method": "wB97M-V/def2-TZVPD", "elements": ["C", "N", "C", "N", "N", "O", "C", "O", "H", "H", "H", "H", "H", "H", "H"], "coordinates": [[-1.415, -1.885, -0.338], [-0.347, -0.683, -0.416], [-0.950, 0.042, 0.754], [-1.132, 1.282, 0.577], [-0.974, 1.997, -0.560], [0.984, -1.226, 0.037], [2.035, -0.263, 0.181], [2.014, 0.903, -0.148], [-1.465, -2.421, 0.677], [-1.063, -2.735, -1.068], [-2.563, -1.415, -0.494], [-1.433, -0.561, 1.461], [0.158, 1.945, -0.907], [-1.303, 3.111, -0.163], [2.839, -0.874, 0.589]], "nbo_charge": [-0.480, -0.177, 0.108, -0.235, -0.632, -0.434, 0.656, -0.566, 0.194, 0.228, 0.244, 0.181, 0.403, 0.368, 0.142], "smiles": "CN(/C=N\\N)OC=O", "e_homo_ev": -9.05, "gap_ev": 10.00, "e_above_lowest_kj_mol": 717.5, "multiplicity": 1}